99
Properties=species:S:1:pos:R:3:forces:R:3 method="wB97M-V/def2-TZVPD" gap_ev=7.313 smiles="O=C1c2ccccc2C(=O)c2ccccc21.O=C1c2ccccc2C(=O)c2ccccc21.O=C1c2ccccc2C(=O)c2ccccc21.CC(N)=O.CC(N)=O.CC(N)=O" e_above_lowest_kcal_mol=0.0 total_charge=0
O -0.721078 -2.794936 -2.487942 -3.5 1.3 0.9
C -2.002128 -2.653876 -2.314252 6.3 -1.4 -0.9
N -2.662718 -3.788236 -2.456912 -2.5 -1.0 -0.2
C -2.554838 -1.363996 -1.897622 -0.3 1.1 0.6
H -3.643228 -3.811366 -2.698122 0.1 0.0 0.4
H -2.152558 -4.653006 -2.566492 0.2 0.4 -0.2
H -1.686558 -0.793806 -1.567342 -0.2 0.1 -0.2
H -3.230438 -1.418116 -1.043962 -0.1 -0.3 0.0
H -3.072918 -0.794746 -2.669412 0.1 -0.2 -0.2
O 0.224412 -1.373906 1.491558 -1.4 -2.4 1.0
C 0.662202 -0.333646 1.070448 0.3 -2.3 1.1
N 1.087832 0.556784 1.929408 1.0 2.7 0.4
C 0.732772 -0.169236 -0.360332 0.9 0.5 -0.7
H 0.885012 0.469854 2.915018 0.0 -0.1 -0.3
H 1.397942 1.430924 1.529648 0.1 0.4 0.5
H 1.661482 0.337584 -0.622502 -0.5 0.8 -0.4
H -0.219558 0.346044 -0.485402 0.2 0.3 -1.3
H 0.799442 -1.160666 -0.808352 -0.6 0.2 -0.1
O -1.476958 -6.310996 3.641778 -3.4 -1.6 0.7
C -0.588388 -5.553556 3.475648 1.0 1.6 -0.6
N 0.651722 -5.975406 3.542808 3.9 -1.2 0.6
C -0.663808 -4.108516 3.206988 -1.1 1.4 -0.7
H 0.865322 -6.758376 4.143998 -0.2 -0.2 -0.5
H 1.446652 -5.427196 3.246738 -0.3 0.1 0.3
H -1.125238 -3.904316 2.240818 0.1 -0.1 -0.2
H 0.296352 -3.592706 3.219048 -0.2 0.0 0.2
H -1.380078 -3.682226 3.909368 0.3 0.2 0.2
C 2.899982 -11.013166 -2.153222 1.4 -0.2 -0.2
C 4.301892 -10.827316 -2.366952 -2.4 1.3 1.6
C 4.773502 -9.571506 -1.992592 0.3 0.1 -0.9
C 3.924502 -8.520836 -1.521782 2.0 -0.2 0.8
C 2.594332 -8.769766 -1.266152 -0.7 -1.0 -0.3
C 2.051622 -10.037316 -1.658222 0.8 0.2 -0.2
C 1.750512 -7.769686 -0.538742 -0.9 0.9 -1.0
O 0.628512 -8.079386 -0.170162 1.1 0.6 0.1
C 2.284732 -6.312096 -0.511342 -0.3 0.1 0.8
C 1.415222 -5.228716 -0.103382 1.8 -0.7 -0.8
C 1.924432 -3.934406 -0.145902 -0.5 -1.1 0.0
C 3.261462 -3.682116 -0.450312 -0.7 0.2 -0.3
C 4.148312 -4.698436 -0.747392 -0.7 -1.6 0.0
C 3.658762 -6.056686 -0.818092 -0.9 1.4 0.9
C 4.584892 -7.193196 -1.052562 2.4 -0.6 -0.2
O 5.829952 -7.082956 -0.886612 -3.6 -0.4 -0.6
H 2.613072 -12.037976 -2.337192 -0.9 0.1 -0.2
H 4.827662 -11.723266 -2.662332 0.7 0.5 -0.2
H 5.823932 -9.371866 -2.144732 0.1 0.3 0.3
H 1.000912 -10.287136 -1.656152 -0.1 0.4 0.6
H 0.380922 -5.339146 0.187218 0.0 -0.6 -0.1
H 1.212162 -3.143526 0.037298 0.2 0.3 0.2
H 3.453312 -2.622556 -0.533512 0.9 0.0 0.1
H 5.195352 -4.516306 -0.939592 0.0 0.0 -0.1
C -0.286828 6.410674 -2.667812 -1.2 -0.7 0.9
C 0.189332 5.084084 -2.655282 0.1 1.8 -1.1
C -0.624528 4.066104 -2.268812 -1.6 -1.5 0.8
C -1.958828 4.259644 -1.787702 2.0 0.6 -0.7
C -2.378278 5.589124 -1.747392 -1.3 -1.0 1.0
C -1.566498 6.624124 -2.138372 0.6 0.7 -0.5
C -3.783298 5.856094 -1.252692 0.2 -0.4 -0.5
O -4.366378 6.896634 -1.446802 0.3 0.2 0.2
C -4.495518 4.709294 -0.606722 -1.5 -1.3 0.9
C -5.708698 4.954404 0.055078 -0.8 0.0 0.9
C -6.449518 3.950904 0.706328 1.4 -1.2 -1.3
C -5.970618 2.622074 0.630068 -0.5 1.0 -0.8
C -4.824938 2.301384 -0.101722 -0.4 0.9 1.4
C -4.082078 3.352514 -0.657902 0.2 1.5 -0.5
C -2.774548 3.117634 -1.308492 -0.3 -1.4 0.8
O -2.397878 1.957164 -1.294032 1.0 0.3 -0.7
H 0.260662 7.242454 -3.085912 0.3 -0.1 0.2
H 1.145212 4.922164 -3.131182 0.2 -0.4 0.3
H -0.285228 3.042904 -2.334642 0.1 -0.1 0.0
H -2.014918 7.601244 -2.035622 0.2 0.3 -0.2
H -6.129218 5.945144 0.144508 0.3 0.3 -0.3
H -7.428038 4.084764 1.143328 0.1 0.5 0.2
H -6.597058 1.837784 1.028648 0.2 -0.2 0.2
H -4.506218 1.276864 0.021418 0.5 0.0 -0.8
C -2.569168 4.948164 2.929998 2.8 -0.8 0.8
C -2.260578 3.742654 2.228118 0.2 1.1 0.8
C -1.000238 3.581854 1.646898 0.3 0.7 0.6
C 0.055292 4.516174 1.859778 -1.1 1.0 0.6
C -0.184658 5.707094 2.618458 -2.4 -1.2 -0.1
C -1.506388 5.830794 3.207048 0.4 -0.1 -1.7
C 0.686752 6.915334 2.544938 0.2 0.4 0.5
O 0.345372 7.951474 3.099058 0.7 -0.9 -0.6
C 1.895532 6.814734 1.627728 -0.1 -0.1 -1.1
C 2.576212 7.993244 1.220108 0.9 -2.2 -0.8
C 3.558992 7.836464 0.196508 -0.5 -0.1 0.7
C 3.792462 6.617594 -0.490282 -0.7 1.4 0.6
C 3.085132 5.496074 -0.128382 0.0 0.1 1.3
C 2.184492 5.570774 0.961698 -0.1 0.5 -0.2
C 1.365982 4.349704 1.206408 0.3 -3.4 -2.4
O 1.661462 3.213784 0.668938 -0.6 3.9 2.0
H -3.419948 5.194544 3.547958 -0.7 -0.6 -0.6
H -2.919218 2.887114 2.253608 -0.4 0.2 -0.5
H -0.847348 2.736764 0.992028 0.3 -0.2 0.2
H -1.828308 6.702514 3.757388 0.7 0.3 0.1
H 2.380482 8.947464 1.686518 0.0 0.0 0.0
H 4.175772 8.695344 -0.023272 -0.1 0.1 -0.3
H 4.429852 6.591344 -1.361742 0.3 0.1 0.2
H 3.305402 4.554834 -0.609992 -0.4 -0.1 0.0

=====

30
Properties=species:S:1:pos:R:3:forces:R:3 method="wB97M-V/def2-TZVPD" gap_ev="5.175 / 4.384" s_squared=2.30 spin_multiplicity=3 total_charge=-1
W -0.426428 -0.038444 0.161398 -0.7 -1.6 -1.1
O -0.870831 1.167681 1.498602 -1.5 3.6 3.2
C -1.963367 0.308731 1.436369 -0.2 -1.1 1.1
O -2.245883 0.133586 0.089303 -5.2 1.3 -0.2
C -1.620486 -1.008334 2.090544 0.9 -0.5 -0.3
C -2.305488 -1.627008 3.104073 -0.2 -0.1 0.4
C -1.869946 -2.855119 3.580859 0.3 0.1 -0.3
C -0.735725 -3.413604 2.995670 -0.3 -0.3 0.6
C -0.075527 -2.760220 1.991941 0.5 1.1 -1.2
N -0.481321 -1.560896 1.507345 -2.2 -1.9 3.3
H -3.175229 -1.133680 3.517855 0.0 0.0 -0.1
H -2.384493 -3.355586 4.388975 0.0 0.0 0.0
H -0.351452 -4.366330 3.334327 0.0 0.0 0.0
H 0.817693 -3.148762 1.518697 0.0 -0.2 0.0
Te 1.811596 0.751376 0.870588 5.4 2.9 2.6
Te 4.291286 1.554938 1.578199 -0.4 -0.1 -0.2
Te 3.629020 -2.155229 -2.177462 -0.2 -0.1 0.3
Te 1.433260 -1.000592 -1.080406 5.1 -3.2 -3.8
S -0.410315 1.623871 -1.477998 -0.3 1.2 -1.9
C -1.412012 0.902063 -2.735145 0.2 0.1 0.5
C -1.925021 1.720845 -3.743028 -0.1 -0.2 -0.2
C -2.646843 1.178956 -4.790740 0.1 0.2 0.1
C -2.869928 -0.191419 -4.849648 -0.1 -0.2 -0.1
C -2.384270 -1.014361 -3.852289 0.1 0.1 0.0
C -1.664086 -0.479556 -2.781961 -0.2 -0.1 0.0
S -1.063927 -1.583072 -1.536387 -0.9 -1.0 -2.6
H -1.739376 2.785709 -3.691649 0.0 0.0 0.0
H -3.029629 1.831398 -5.566277 0.0 0.0 0.0
H -3.412440 -0.624694 -5.681234 0.0 0.0 0.0
H -2.546133 -2.084448 -3.889920 0.0 0.0 0.0